ORCA calculation (ωB97M-V/def2-TZVPD) on a cluster of 2 separate species, C4H11N2S in total.

Kohn-Sham gap ... 6.71 eV
Max |F| ... 1.48 eV/A
Net charge ... -1
HOMO level ... -0.09387 Ha

Last columns: bonded neighbours and bond lengths (Å).
Cartesian coordinates (Å):
1 C -0.50 -3.33 -0.54  C2 1.520, H4 1.093, H5 1.093, H6 1.099
2 C -1.33 -2.07 -0.37  C1 1.520, S3 1.806, H7 1.102, H8 1.093
3 S -0.38 -0.70 0.33  C2 1.806
4 H 0.06 -3.56 0.37  C1 1.093
5 H 0.24 -3.12 -1.32  C1 1.093
6 H -1.07 -4.22 -0.85  C1 1.099
7 H -2.21 -2.31 0.26  C2 1.102
8 H -1.74 -1.78 -1.34  C2 1.093
9 C -0.67 2.37 -0.01  N10 1.454, H13 1.090, H14 1.083, H15 1.105
10 N 0.75 2.66 0.10  C9 1.454, C11 1.385, H16 1.011
11 C 1.57 1.79 0.80  N10 1.385, N12 1.275, H17 1.087
12 N 2.82 1.87 0.61  C11 1.275, H18 1.012
13 H -0.97 1.73 -0.84  C9 1.090
14 H -1.03 1.94 0.91  C9 1.083
15 H -1.19 3.34 -0.14  C9 1.105
16 H 1.22 2.89 -0.77  N10 1.011
17 H 1.07 1.18 1.55  C11 1.087
18 H 3.36 1.29 1.24  N12 1.012

ORCA calculation (ωB97M-V/def2-TZVPD) on the molecule C7H14.

Kohn-Sham gap ... 11.48 eV
Max |F| ... 1.03 eV/A
Structure (SMILES) ... CC[C@H]1CC[C@H]1C
HOMO level ... -0.37730 Ha

Last columns: bonded neighbours and bond lengths (Å).
Cartesian coordinates (Å):
1 C -0.79 -2.28 0.69  C7 1.556, H9 1.108, H10 1.101, H19 1.077
2 C 0.18 -0.58 -1.34  C3 1.532, C6 1.543, H8 1.091, H11 1.089
3 C 0.01 0.94 -1.50  C2 1.532, C4 1.542, H12 1.090, H13 1.098
4 C 0.83 1.14 -0.21  C3 1.542, C5 1.514, C6 1.544, H14 1.096
5 C 0.41 2.23 0.75  C4 1.514, H15 1.097, H16 1.096, H17 1.096
6 C 0.59 -0.35 0.13  C2 1.543, C4 1.544, C7 1.504, H18 1.098
7 C -0.58 -0.76 0.98  C1 1.556, C6 1.504, H20 1.103, H21 1.106
8 H -0.76 -1.12 -1.48  C2 1.091
9 H -1.14 -2.52 -0.34  C1 1.108
10 H 0.12 -2.89 0.78  C1 1.101
11 H 0.96 -1.05 -1.94  C2 1.089
12 H 0.36 1.38 -2.43  C3 1.090
13 H -1.04 1.21 -1.33  C3 1.098
14 H 1.89 1.25 -0.46  C4 1.096
15 H -0.65 2.13 1.02  C5 1.097
16 H 1.00 2.22 1.67  C5 1.096
17 H 0.54 3.21 0.27  C5 1.096
18 H 1.47 -0.89 0.50  C6 1.098
19 H -1.51 -2.55 1.44  C1 1.077
20 H -1.49 -0.20 0.73  C7 1.103
21 H -0.40 -0.53 2.05  C7 1.106